1.
This record from the Open Molecules 2025 dataset describes C2H3IN2 in the gas phase. The level of theory is wB97M-V/def2-TZVPD.

## Properties
**Frontier orbital gap**: 7.86 eV
**ΔE to the lowest compared entry with this formula, charge and spin**: 19.6 kcal per mole
**Multiplicity**: 1
**Electronic energy**: -485.12648 Ha
**Total charge**: 0

Cartesian coordinates (Å):
C: 0.50 0.03 0.20
C: -0.80 0.21 -0.52
N: 0.62 -0.81 1.10
N: 0.88 -1.58 1.87
I: 2.19 1.20 -0.26
H: -1.44 -0.62 -0.63
H: -0.71 0.48 -1.56
H: -1.25 1.08 -0.20


2.
This record from the Open Molecules 2025 dataset describes 2 unconnected molecules or ions with the total composition C2H3IN2. The level of theory is wB97M-V/def2-TZVPD.

## Properties
**Frontier orbital gap (alpha / beta)**: 7.26 / 7.26 eV
**ΔE to the lowest compared entry with this formula, charge and spin**: 108.2 kcal per mole
**Multiplicity**: 1
**Electronic energy**: -484.98542 Ha
**Total charge**: 0

Cartesian coordinates (Å):
C: -0.60 -0.11 -1.06
C: -1.52 -0.98 2.53
N: -0.10 -0.52 0.03
N: 0.18 -0.84 1.09
I: -3.19 -0.41 1.48
H: -0.74 0.88 -1.30
H: -0.34 -0.80 -1.93
H: -1.43 -1.99 2.86


3.
This record from the Open Molecules 2025 dataset describes a molecular structure, C2H3IN2O. The level of theory is wB97M-V/def2-TZVPD.

## Properties
**Frontier orbital gap (alpha / beta)**: 7.23 / 7.27 eV
**ΔE to the lowest compared entry with this formula, charge and spin**: 114.1 kcal per mole
**Multiplicity**: 1
**Electronic energy**: -560.26878 Ha
**Total charge**: 0

Cartesian coordinates (Å):
C: -1.21 -0.30 0.19
C: 0.10 -0.74 -0.02
N: 0.78 1.79 -0.14
N: 1.13 -0.15 0.53
O: -0.35 1.85 -0.19
I: 2.97 -0.84 0.01
H: -1.90 -0.53 -0.58
H: -1.58 0.48 0.92
H: 0.06 -1.56 -0.71


4.
This record from the Open Molecules 2025 dataset describes a molecular structure, C2H3IN2O. The level of theory is wB97M-V/def2-TZVPD.

## Properties
**Frontier orbital gap**: 9.76 eV
**ΔE to the lowest compared entry with this formula, charge and spin**: 90.8 kcal per mole
**Multiplicity**: 1
**Electronic energy**: -560.30586 Ha
**Total charge**: 0

Cartesian coordinates (Å):
C: 0.72 0.82 -1.31
C: 1.23 -0.25 -0.75
N: -0.44 1.16 -2.03
N: -0.02 2.30 -2.24
O: 1.24 2.08 -1.64
I: -0.66 0.23 2.53
H: 0.73 -1.20 -0.79
H: 2.16 -0.28 -0.20
H: 0.69 0.96 2.83


5.
This record from the Open Molecules 2025 dataset describes 2 unconnected molecules or ions with the total composition C2H3IN2O. The level of theory is wB97M-V/def2-TZVPD.

## Properties
**Frontier orbital gap**: 9.25 eV
**ΔE to the lowest compared entry with this formula, charge and spin**: 94.6 kcal per mole
**Multiplicity**: 1
**Electronic energy**: -560.29985 Ha
**Total charge**: 0

Cartesian coordinates (Å):
C: -1.01 0.18 -0.69
C: 0.89 0.10 0.43
N: -0.72 -1.15 -0.34
N: 0.32 -1.18 0.32
O: 0.04 1.00 -0.09
I: 2.96 0.33 0.13
H: -1.23 0.39 -1.79
H: -1.78 0.41 0.01
H: 0.53 -0.08 2.02


6.
This record from the Open Molecules 2025 dataset describes a molecular structure, C2H3IN2O. The level of theory is wB97M-V/def2-TZVPD.

## Properties
**Frontier orbital gap**: 8.39 eV
**ΔE to the lowest compared entry with this formula, charge and spin**: 94.8 kcal per mole
**Multiplicity**: 1
**Electronic energy**: -560.29943 Ha
**Total charge**: 0

Cartesian coordinates (Å):
C: -1.37 0.27 0.03
C: -0.15 0.84 0.01
N: 1.09 -1.48 -0.01
N: 0.94 -0.06 -0.15
O: 0.12 -2.15 -0.04
I: 2.83 0.74 0.04
H: -2.26 0.73 0.06
H: -1.31 -0.81 0.07
H: 0.11 1.91 -0.01


7.
This record from the Open Molecules 2025 dataset describes 2 unconnected molecules or ions with the total composition C2H3IN2O. The level of theory is wB97M-V/def2-TZVPD.

## Properties
**Frontier orbital gap (alpha / beta)**: 8.30 / 8.62 eV
**ΔE to the lowest compared entry with this formula, charge and spin**: 132.6 kcal per mole
**Multiplicity**: 1
**Electronic energy**: -560.23914 Ha
**Total charge**: 0

Cartesian coordinates (Å):
C: 2.45 0.86 1.03
C: -0.89 -1.01 0.12
N: 1.77 0.26 0.33
N: -1.62 0.94 -0.91
O: -1.34 0.18 0.09
I: -1.29 0.17 -2.74
H: 2.98 1.48 1.66
H: -1.10 -1.32 1.14
H: -0.97 -1.56 -0.73


8.
This record from the Open Molecules 2025 dataset describes 2 unconnected molecules or ions with the total composition C2H3IO2S. The level of theory is wB97M-V/def2-TZVPD.

## Properties
**Frontier orbital gap (alpha / beta)**: 7.53 / 7.01 eV
**ΔE to the lowest compared entry with this formula, charge and spin**: 61.9 kcal per mole
**Multiplicity**: 3
**Electronic energy**: -924.14262 Ha
**Total charge**: 0

Cartesian coordinates (Å):
C: -0.11 -1.66 1.96
C: 0.81 -0.75 -0.55
O: -1.15 -1.85 2.30
O: 1.89 -2.60 -1.94
S: 0.59 -1.99 -1.72
I: 2.52 -0.14 0.23
H: 0.63 -1.41 2.98
H: 0.47 -1.78 0.79
H: 0.19 0.13 -0.37